1.
A molecular structure, C15H17Cl3N2O2Pt at a distorted geometry. Source: the OMol25 dataset; level of theory: the ωB97M-V functional and the def2-TZVPD basis.

Summary:
- total energy (hartree) = -2341.4301
- max |F| (hartree/bohr) = 0.09015
- <S²> = 2.008
- spin multiplicity = 3
- total charge = 0

Geometry as XYZ:
```
40
Properties=species:S:1:pos:R:3:forces:R:3
C 0.910337 0.844437 -2.664979 1.976 0.458 -4.168
C 2.020915 -2.161074 -1.993426 0.093 0.463 -3.757
H 0.043348 0.725489 -3.363696 0.496 -0.044 0.881
H 1.751731 0.438302 -3.258486 0.112 0.094 -0.273
H 1.223016 1.902446 -2.570182 -0.379 -0.919 0.481
H 1.305823 -2.847422 -2.446331 -0.204 -0.200 0.394
H 2.351382 -1.512632 -2.869636 0.116 -1.003 0.330
H 2.914721 -2.676566 -1.695569 0.094 -0.032 0.602
C -1.160263 1.789784 -1.587344 -1.298 0.244 0.279
C -2.398810 2.413822 -1.514484 0.546 -0.096 0.048
C -3.344931 1.910047 -0.651028 -0.381 -0.021 0.006
C -3.021293 0.775232 0.081646 0.436 -0.548 0.267
H -0.438630 2.361709 -2.160584 -0.056 -0.796 0.315
H -2.502230 3.283510 -2.153104 -0.400 0.099 0.371
H -4.300993 2.425059 -0.533763 0.215 -0.352 0.059
H -3.699423 0.381462 0.832285 -0.065 0.185 -0.282
N -0.889070 0.622338 -0.987426 -1.307 0.543 0.744
C -1.780047 0.123859 -0.092396 -0.634 1.570 -0.765
C -1.354333 -0.985352 0.783981 0.593 -0.772 0.619
N -0.171320 -1.573085 0.490281 -0.888 -0.748 0.640
C 0.287463 -2.526630 1.318746 -0.426 0.229 0.419
C -1.594124 -2.334774 2.802584 0.172 0.173 -0.344
C -0.370731 -2.927765 2.494651 0.021 0.150 -0.501
H 1.258585 -2.953016 1.082014 -0.358 0.023 -0.100
H 0.083713 -3.686216 3.138209 -0.202 0.287 -0.292
C -2.076963 -1.349851 1.942556 0.133 0.235 -0.468
H -3.001958 -0.819559 2.165427 0.286 -0.302 0.060
H -2.160567 -2.618544 3.693956 0.254 0.146 -0.316
Pt 1.220114 -0.516907 -1.236977 0.322 -1.522 4.066
C 2.660533 -1.237763 0.257083 1.627 -0.220 -0.216
H 2.977464 -2.281717 0.183894 -0.033 0.211 -0.262
H 2.498547 -1.072539 1.320587 -0.854 0.517 -0.240
H 3.510125 -0.601230 -0.016945 -0.031 -0.197 -0.036
Cl 1.697409 1.816377 3.183742 -0.130 0.148 -0.086
C 0.940224 2.666357 1.822379 0.258 -0.016 -0.447
Cl -0.840481 2.612520 1.980227 0.140 0.066 0.105
Cl 1.490532 4.335059 1.754832 -0.080 0.067 0.266
C 1.276383 1.953722 0.459452 0.029 -0.659 -0.967
O 1.533510 2.626533 -0.545131 -0.217 -0.487 1.724
O 1.150296 0.674579 0.552957 0.024 3.027 0.846
```
Positions in Å, forces in eV/Å.

=====

2.
A molecular structure, C15H17ClI3N2O2S2 at a distorted geometry. Source: the OMol25 dataset; level of theory: the ωB97M-V functional and the def2-TZVPD basis.

Summary:
- total energy (hartree) = -2991.4302
- max |F| (hartree/bohr) = 0.09974
- spin multiplicity = 1
- total charge = -1

Geometry as XYZ:
```
42
Properties=species:S:1:pos:R:3:forces:R:3
C 1.895814 -1.330986 -2.501311 0.857 0.509 -0.283
C 2.876348 -0.932044 -1.420654 -0.066 -0.252 -0.019
I 4.814948 -0.414463 -2.090875 -0.420 -0.067 -0.048
C 2.515080 -0.897642 -0.144522 0.687 0.136 0.388
I 3.923068 -0.307972 1.370630 -0.445 -0.001 -0.200
C 1.141955 -1.202280 0.305786 0.602 -0.122 -0.464
C 0.045023 -0.344022 -0.113663 -0.301 -0.336 0.318
O 0.249517 0.748450 -0.920943 0.735 0.069 0.390
C 1.139377 1.716808 -0.352728 -0.315 0.389 -0.042
C 0.920653 1.991402 1.128663 0.509 1.148 0.085
C 1.730091 3.264805 1.459902 0.277 -0.556 -0.838
O -0.451128 2.272296 1.377264 -0.020 -0.399 0.161
C -1.221501 -0.619430 0.254331 -0.700 0.240 0.134
C -2.431559 0.192778 -0.127490 -0.147 -0.276 -0.687
C -2.506851 0.656334 -1.594132 -0.479 0.890 0.817
C -3.891858 1.260062 -1.834905 0.532 -0.089 0.050
Cl -5.087617 -0.004746 -2.271992 -0.095 0.207 -0.058
C -1.466808 -1.770530 1.076009 0.104 -0.808 -0.127
N -2.656593 -2.163951 1.463971 -0.435 -0.192 -0.020
S -2.457615 -3.522836 2.305583 0.152 -0.540 0.750
N -0.816411 -3.705941 2.278321 -1.451 -0.093 -2.512
C -0.434854 -2.643310 1.564986 1.149 -0.126 -1.926
C 0.938586 -2.277765 1.113871 -1.092 -1.669 0.053
S 2.236876 -3.392953 1.623049 0.433 -0.084 0.214
H 2.458509 -1.555388 -3.404701 -0.157 -0.293 -0.074
H 1.289438 -2.177157 -2.192922 -0.111 -0.002 0.037
H 1.282115 -0.459981 -2.727383 -0.290 -0.121 0.005
H 2.183369 1.459266 -0.527795 0.020 -0.110 0.073
H 0.964533 2.650448 -0.893520 -0.247 -0.068 -0.118
H 1.307065 1.183260 1.751121 -0.366 -0.263 -0.025
H 1.109798 4.130743 1.240816 -0.111 0.075 0.295
H 2.566702 3.317547 0.756095 0.259 0.058 0.260
H 2.123395 3.257854 2.471079 -0.135 0.167 0.124
H -0.690745 1.790674 2.176381 -0.134 -0.124 -0.010
H -2.545955 1.082045 0.494440 0.280 0.021 0.125
H -3.319721 -0.411025 0.059577 0.067 -0.151 0.114
H -1.822354 1.494740 -1.700150 0.282 -0.164 -0.300
H -2.276347 -0.123838 -2.313765 0.072 -0.043 -0.043
H -3.854422 2.034666 -2.596111 -0.263 -0.270 -0.355
H -4.238360 1.743794 -0.925162 -0.164 -0.104 0.081
H 2.126295 -4.399616 0.730536 -0.370 0.371 -0.244
I 0.332144 -1.590099 3.652315 1.297 3.040 3.922
```
Positions in Å, forces in eV/Å.

=====

3.
A molecular structure, C15H17CoN at a distorted geometry. Source: the OMol25 dataset; level of theory: the ωB97M-V functional and the def2-TZVPD basis.

Summary:
- total energy (hartree) = -2018.9054
- max |F| (hartree/bohr) = 0.10287
- <S²> = 3.952
- spin multiplicity = 4
- total charge = -2

Geometry as XYZ:
```
34
Properties=species:S:1:pos:R:3:forces:R:3
C -1.423848 2.831008 -0.942569 -0.655 0.864 0.696
C -0.270851 3.431233 -0.343166 -0.635 0.683 0.184
C -0.155537 2.929142 0.986521 -0.068 0.380 0.223
C -1.232639 2.035598 1.222932 -0.552 0.324 0.051
C -2.008833 1.947220 0.028304 -0.672 1.118 0.462
Co -0.026495 1.269527 -0.749596 2.491 2.941 0.415
C 2.133773 1.685769 -1.205907 1.304 0.090 0.759
C 1.390717 1.781332 -2.337208 -0.685 0.248 -1.380
C 1.114523 2.032002 -3.630736 -0.483 -0.235 0.965
N -0.546331 0.179990 -1.882709 -1.322 -3.156 -4.034
H 0.600758 3.237079 1.721843 -0.294 -0.350 -0.451
H 0.356271 4.210052 -0.808277 -0.272 -0.689 0.238
H -1.457579 1.528004 2.172608 0.280 0.148 -0.657
H -2.978059 1.435639 -0.083828 0.879 0.045 -0.009
H -1.867107 3.115571 -1.906457 0.469 -0.463 0.413
H 2.394904 2.602511 -0.645209 -0.352 -0.573 -0.286
H -0.848250 -0.361039 -2.690173 -0.116 0.083 0.114
H 2.806139 0.830385 -1.011531 -0.518 0.381 -0.244
H 1.763784 2.454512 -4.417788 0.276 -0.300 0.735
H 0.097413 1.818129 -3.967122 0.228 0.156 0.131
C 0.139748 -0.882999 0.566225 1.109 0.075 -0.693
C -0.099478 -2.137591 1.131953 1.031 1.402 -1.222
C 0.330843 -2.269061 2.477312 -1.009 -1.596 1.153
C 0.415938 -3.550276 3.001731 -0.640 0.823 -0.515
C 0.007988 -4.641376 2.202899 -0.148 -1.180 -0.037
C -0.477004 -4.492681 0.885196 0.291 0.860 -0.105
C -0.502368 -3.241538 0.290363 0.462 0.091 1.034
H -0.285163 -0.010038 1.026824 0.761 0.069 0.679
H 0.836330 -0.769595 -0.300392 -1.503 -0.453 0.630
H 0.619220 -1.361698 3.032697 -0.010 -0.618 -0.425
H 0.771603 -3.693755 4.015432 0.109 -0.222 0.067
H 0.064167 -5.649393 2.611194 -0.020 0.053 0.049
H -0.858276 -5.313474 0.292159 0.149 -0.536 0.201
H -0.806300 -2.980191 -0.743524 0.120 -0.462 0.859
```
Positions in Å, forces in eV/Å.

=====

4.
C15H17FN2O2 in the gas phase. Source: the OMol25 dataset; level of theory: the ωB97M-V functional and the def2-TZVPD basis.

Summary:
- total energy (hartree) = -941.6680
- max |F| (hartree/bohr) = 0.01737
- SMILES = C[C@H](CCc1ccco1)NC(=O)Nc1cccc(F)c1
- spin multiplicity = 1
- total charge = 0

Geometry as XYZ:
```
37
Properties=species:S:1:pos:R:3:forces:R:3
C 3.066960 2.490877 0.825033 -0.142 -0.314 0.031
C 2.403784 1.220284 0.296793 0.305 0.104 0.135
C 3.221546 0.614881 -0.854765 -0.350 -0.107 0.085
C 2.458340 -0.440406 -1.670643 -0.023 -0.010 0.088
C 1.713476 -1.420489 -0.826550 0.724 -0.214 0.231
C 2.105736 -2.276900 0.157555 -0.085 0.412 -0.461
C 0.933581 -2.939165 0.599170 -0.507 0.047 -0.232
C -0.082469 -2.439114 -0.148910 0.076 -0.651 0.607
O 0.377742 -1.520265 -1.017199 -0.047 0.232 -0.334
N 1.040785 1.489571 -0.109711 0.235 0.210 -0.225
C -0.009341 0.867232 0.497242 -0.161 0.284 -0.153
O 0.111305 0.225838 1.516640 -0.072 -0.207 0.264
N -1.206994 1.079747 -0.160015 0.022 0.314 -0.306
C -2.444376 0.506664 0.109027 -0.312 -0.223 0.190
C -2.676355 -0.328186 1.200920 0.250 -0.060 0.186
C -3.931183 -0.871080 1.403061 -0.080 0.112 -0.195
C -4.980006 -0.600231 0.539816 -0.163 0.041 -0.140
C -4.732391 0.231889 -0.535203 0.088 -0.038 0.090
F -5.735580 0.515735 -1.396771 0.134 -0.031 0.105
C -3.491440 0.787505 -0.768525 -0.110 -0.023 -0.007
H 3.110869 3.251338 0.047331 0.031 0.105 -0.083
H 4.078626 2.274233 1.155982 0.177 0.036 0.037
H 2.501452 2.883703 1.665501 -0.028 0.063 0.084
H 2.317244 0.490388 1.108075 0.027 0.116 -0.179
H 4.117594 0.164578 -0.427385 0.109 0.062 -0.007
H 3.539512 1.410046 -1.533895 0.118 0.027 -0.008
H 1.729684 0.042666 -2.324879 0.061 -0.039 -0.036
H 3.174405 -0.968196 -2.306819 -0.101 0.050 -0.066
H 3.101113 -2.417613 0.526682 0.257 0.023 0.038
H 0.864088 -3.678030 1.370350 -0.103 -0.160 0.158
H -1.136165 -2.634774 -0.158472 -0.159 0.049 -0.061
H 0.908846 2.009847 -0.961565 -0.107 -0.062 0.027
H -1.176374 1.629128 -1.006881 0.063 -0.132 0.154
H -1.866936 -0.546359 1.876243 0.006 -0.001 0.019
H -4.095302 -1.518140 2.251061 -0.009 -0.053 0.082
H -5.963174 -1.016284 0.687085 -0.115 -0.028 -0.010
H -3.348605 1.429065 -1.625382 -0.010 0.068 -0.103
```
Positions in Å, forces in eV/Å.

=====

5.
A molecular structure, C15H17N2O12PReS at a distorted geometry. Source: the OMol25 dataset; level of theory: the ωB97M-V functional and the def2-TZVPD basis.

Summary:
- total energy (hartree) = -2412.0428
- max |F| (hartree/bohr) = 0.05867
- <S²> = 0.766
- spin multiplicity = 2
- total charge = 0

Geometry as XYZ:
```
49
Properties=species:S:1:pos:R:3:forces:R:3
Re -0.091343 0.210351 -0.516490 -0.271 -1.734 0.165
O -1.763775 -2.891504 -2.817195 -0.327 -0.511 -0.422
C -1.522908 -1.832184 -2.114873 0.448 0.618 0.620
O -0.552678 -1.718449 -1.372798 0.087 -0.558 -0.315
C -2.576427 -0.773794 -2.217277 0.040 0.418 0.089
O -2.082798 0.496570 -1.788433 0.585 0.097 -0.221
C -1.682640 1.361518 -2.889889 -0.365 0.064 0.297
C -0.398889 0.840998 -3.464029 0.560 -0.247 0.383
O -0.234982 0.771821 -4.653212 0.391 -0.060 0.027
O 0.443976 0.463321 -2.507894 -1.072 0.342 0.006
H -1.060184 -3.546231 -2.710578 0.204 -0.154 0.076
H -3.376339 -1.054754 -1.535189 -0.127 -0.025 0.131
H -2.964986 -0.733474 -3.228275 -0.067 0.101 -0.188
H -1.515460 2.342605 -2.453414 -0.047 0.089 0.124
H -2.453617 1.418904 -3.648736 -0.229 -0.104 -0.005
O 6.875532 -0.675678 -0.395477 -0.708 0.879 1.343
C 6.215946 -0.102093 0.513097 0.212 -0.089 0.045
O 6.499424 0.534356 1.561967 -0.148 -0.935 -1.436
C 4.652308 -0.191984 0.273943 0.399 0.143 0.226
C 4.141654 -0.475026 -0.996339 0.093 0.044 0.484
C 2.786312 -0.435214 -1.209716 -0.444 0.143 0.663
N 1.923182 -0.168810 -0.183338 0.738 -0.361 -2.697
C 2.414436 0.049105 1.027112 0.371 -0.507 -0.602
C 3.746546 0.059362 1.316144 0.615 0.069 -0.236
C 1.339171 0.215103 1.967342 1.280 1.762 1.752
O 1.474086 0.875417 2.961156 -1.178 -0.897 -0.026
O 0.231183 -0.404809 1.490284 -0.546 -0.340 1.171
H 4.822970 -0.709900 -1.804174 0.057 0.035 0.105
H 2.367302 -0.590974 -2.188162 -0.193 0.034 -0.006
H 4.078310 0.293196 2.318549 0.197 -0.031 -0.075
S 0.615870 4.639046 0.873430 0.088 0.685 0.197
C 0.406316 3.152879 0.425610 -0.363 -2.417 -0.658
N 0.226101 2.007684 0.092492 0.397 2.941 0.542
C -1.470940 0.624163 3.994217 -0.374 -0.273 -0.239
O -1.940928 0.712736 2.621119 0.927 0.088 0.251
P -1.607650 -0.159409 1.359727 -1.471 0.708 -2.065
O -2.986802 0.201731 0.568968 -0.742 0.189 0.354
C -3.394802 1.572985 0.421268 0.155 -0.166 0.163
O -2.010255 -1.642657 1.747011 0.643 -0.158 0.005
C -1.343817 -2.846071 1.327228 0.013 0.140 0.149
H -2.187857 1.198921 4.571914 -0.032 -0.042 -0.010
H -0.487633 1.035916 4.101711 0.434 0.242 -0.152
H -1.470011 -0.413559 4.320782 -0.088 -0.066 -0.049
H -4.169124 1.596402 -0.337925 -0.053 -0.035 -0.072
H -2.563161 2.211594 0.109910 0.008 -0.065 0.020
H -3.790831 1.951226 1.360814 -0.017 -0.039 0.043
H -1.373495 -3.538016 2.160950 -0.068 -0.029 0.098
H -0.307707 -2.656105 1.063634 0.014 -0.008 -0.041
H -1.878585 -3.277217 0.483036 -0.028 0.018 -0.014
```
Positions in Å, forces in eV/Å.

=====

6.
3 unconnected molecules or ions with the total composition C15H17N3O5 at a distorted geometry. Source: the OMol25 dataset; level of theory: the ωB97M-V functional and the def2-TZVPD basis.

Summary:
- total energy (hartree) = -1121.9924
- max |F| (hartree/bohr) = 0.08371
- SMILES = O=[N+]([O-])c1ccccc1.O=[N+]([O-])c1ccccc1.CN(C)C=O
- spin multiplicity = 1
- total charge = 0

Geometry as XYZ:
```
40
Properties=species:S:1:pos:R:3:forces:R:3
O 1.815354 2.213171 -2.948320 2.122 -1.070 -1.722
N 2.299974 1.284050 -3.673210 -1.951 3.249 2.040
O 1.756474 0.235701 -3.706060 -0.589 -2.488 -0.502
C 3.452114 1.474390 -4.517510 2.668 0.507 -0.446
C 3.691304 0.610010 -5.587860 0.447 0.194 0.944
C 4.934114 0.755491 -6.237010 -1.745 -0.880 -0.553
C 5.753984 1.791210 -5.978570 2.446 0.823 0.643
C 5.593934 2.667320 -4.902920 -1.021 -1.307 -1.066
C 4.465794 2.409500 -4.165940 -1.501 1.702 0.424
H 2.975474 -0.177920 -5.769880 0.123 -0.055 -0.287
H 5.300444 0.103741 -7.016390 -0.613 -0.367 -0.073
H 6.683184 1.781380 -6.528940 0.097 0.404 -0.247
H 6.236874 3.514031 -4.712910 0.072 -0.193 0.152
H 4.292274 3.193630 -3.443850 -0.571 -0.504 0.706
O -4.701186 -0.018539 4.994940 -1.596 -1.189 0.807
N -5.006266 -1.159700 5.395370 1.531 1.850 0.503
O -5.853886 -1.433910 6.264000 1.570 0.235 -2.231
C -4.020956 -2.137429 4.873600 1.240 -3.181 0.812
C -4.176316 -3.480020 5.276910 0.440 -0.828 -1.610
C -3.271466 -4.475350 4.803990 -0.195 0.448 0.070
C -2.151986 -4.200150 4.016020 -0.954 0.658 1.840
C -1.924066 -2.858629 3.773990 -0.121 0.967 -0.868
C -2.801846 -1.847919 4.169050 -2.227 0.377 0.587
H -5.051216 -3.882359 5.765870 -0.095 0.535 0.357
H -3.425566 -5.519030 5.035000 -0.378 0.003 0.315
H -1.435326 -4.988290 3.838130 -0.041 0.088 -0.548
H -1.114326 -2.564550 3.122650 0.255 0.135 0.167
H -2.705036 -0.803470 3.911840 0.545 -0.085 -0.253
C -0.491836 2.571651 0.852040 -0.164 1.959 0.529
N -0.743086 1.223930 0.435490 1.196 0.932 -0.647
C -1.000416 1.043250 -0.981660 -1.514 -0.839 -0.191
C -1.376886 0.485800 1.350820 -0.971 -2.747 -1.347
O -2.142886 -0.442690 1.030650 1.158 1.367 1.384
H -1.412566 3.028270 1.215160 -0.410 0.207 -0.322
H -0.130846 3.221020 0.054480 0.056 -0.420 -0.175
H 0.155154 2.770720 1.706360 0.561 -0.876 -0.031
H -0.239066 1.343270 -1.701680 0.355 0.087 0.691
H -1.287086 0.002501 -1.132580 0.482 -0.108 0.005
H -1.936776 1.537961 -1.239710 -0.082 0.493 -0.120
H -1.005566 0.727950 2.358630 -0.625 -0.081 0.262
```
Positions in Å, forces in eV/Å.

=====

| no. | molecular weight (g mol⁻¹) |
| --- | --- |
| 1 | 558.75 |
| 2 | 737.61 |
| 3 | 270.24 |
| 4 | 276.31 |
| 5 | 666.55 |
| 6 | 319.32 |